A structure of composition C8H10F12N2O14S4Zr. Source: OMol25; level of theory: ωB97M-V/def2-TZVPD.

Each line ends with the natural charge from an NBO analysis.
Element x y z (Å)
1 F 3.437 -22.112 -18.843  -0.3078
2 O 1.764 -21.358 -16.568  -0.9766
3 O -0.934 -25.544 -16.591  -0.9097
4 S 0.044 -24.717 -17.332  1.9741
5 Zr -1.702 -21.887 -16.056  2.0400
6 F -1.978 -25.284 -19.034  -0.3191
7 H -5.752 -23.163 -17.818  0.2455
8 H -4.986 -24.380 -18.760  0.2309
9 O -1.424 -23.735 -14.546  -0.9097
10 F 0.036 -25.698 -19.767  -0.3213
11 O -4.386 -22.231 -12.870  -0.9267
12 H -1.512 -17.513 -17.797  0.2331
13 O -4.083 -19.883 -12.459  -0.9323
14 H -0.686 -18.214 -19.103  0.2270
15 C -0.924 -19.414 -17.264  0.8268
16 F -3.529 -17.605 -16.121  -0.2852
17 H -0.720 -23.938 -13.931  0.4904
18 H -2.154 -24.289 -14.269  0.5238
19 F -1.059 -20.544 -12.024  -0.3157
20 C -0.704 -24.764 -19.116  0.7881
21 F 1.244 -21.836 -19.483  -0.3303
22 O -5.482 -20.271 -14.744  -0.8704
23 F -1.503 -22.675 -12.231  -0.3470
24 F -2.701 -17.970 -14.161  -0.2943
25 O -1.218 -19.440 -16.053  -0.7981
26 H 0.297 -17.697 -17.739  0.2329
27 F -0.624 -23.588 -19.667  -0.2781
28 O -1.059 -20.499 -17.753  -0.7235
29 F 2.248 -23.689 -19.424  -0.3063
30 H 0.333 -21.994 -13.735  0.4897
31 N -0.039 -22.995 -16.781  -1.1832
32 S -4.201 -19.994 -15.303  2.1110
33 C -3.811 -23.427 -17.231  0.7956
34 O 1.372 -25.353 -17.556  -0.8813
35 H 0.500 -20.617 -14.342  0.5224
36 C -0.655 -18.150 -18.015  -0.7173
37 F -2.377 -21.620 -10.643  -0.2936
38 S -3.531 -21.078 -13.054  2.1789
39 H -5.435 -24.785 -17.072  0.2371
40 C -3.763 -18.119 -14.962  0.8292
41 O -3.539 -23.289 -16.074  -0.7623
42 O -4.009 -20.172 -16.734  -0.8910
43 C 2.208 -22.585 -18.793  0.8213
44 O 2.446 -23.651 -16.052  -0.8867
45 C -5.066 -24.006 -17.740  -0.7068
46 C -1.992 -21.479 -11.865  0.7839
47 O -0.077 -21.381 -14.345  -0.9173
48 O -2.845 -22.887 -17.774  -0.7738
49 F -4.851 -17.679 -14.385  -0.2935
50 N -2.930 -21.010 -14.550  -1.2294
51 S 1.603 -22.795 -16.832  2.1068

Calculated values
Kohn-Sham gap (alpha / beta) = 5.03 / 8.48 eV
LUMO level (alpha / beta) = 2.284 / 2.277 eV
total charge = -1
strongest force on any atom = 10.4 eV Å⁻¹
multiplicity = 2
DFT total energy = -117334.352 eV
E_HOMO (alpha / beta) = -0.10092 / -0.22778 hartree